[1]
The following is a quantum chemistry calculation of C5H6FN in the gas phase, from OMol25.

The geometry in ORCA input format:
```
! RIJCOSX wB97M-V def2-TZVPD def2/J DEFGRID3
* xyz 0 1
C -2.5295 -0.5580 -0.0322
C -1.4213 -0.1087 -0.0053
C -0.1694 0.6155 0.0163
F -0.4836 1.9482 0.0369
C 0.9006 0.1734 -1.0240
N 1.4198 -0.7847 -0.0211
C 0.8424 0.0535 1.0485
H -3.5085 -0.9591 -0.1118
H 0.5664 -0.2414 -1.9708
H 1.6591 1.0010 -1.1804
H 0.8329 -1.6030 -0.0662
H 0.4406 -0.4342 1.9830
H 1.4506 0.8973 1.3271
*
```

Output
- calculated total energy (hartree) = -348.62606
- energy above the lowest of the compared OMol25 structures with the same formula, charge and spin (kcal/mol) = 66.6
- LUMO energy (eV) = 1.02

Atomic partial charges in e from the natural (NBO) method, atoms 1 to 2: atom 1 (C): -0.200, atom 2 (C): -0.058

[2]
The following is a quantum chemistry calculation of 2 unconnected molecules or ions with the total composition C5H6FN3O, from OMol25.

The geometry in ORCA input format:
```
! RIJCOSX wB97M-V def2-TZVPD def2/J DEFGRID3
* xyz 0 1
C -1.6163 1.9915 0.1320
C -2.1885 -0.1666 0.0313
C -0.0539 -0.8201 -1.0603
C 1.7801 -1.1459 0.6621
C 2.9678 -0.9779 -0.1471
N -0.5497 1.4004 -0.2046
N -2.6588 1.0721 0.3634
N -0.8598 0.0580 -0.4060
O -2.7182 -1.2227 0.1458
F 1.7695 -0.0138 1.4440
H -1.6741 3.0300 0.0151
H -0.6641 -1.8000 -1.1397
H 3.9275 -1.0709 0.6157
H 3.0303 -1.6826 -0.8778
H 3.0051 0.1044 -0.3472
H -3.4970 1.2441 0.7734
*
```

Output
- calculated total energy (hartree) = -533.26928
- energy above the lowest of the compared OMol25 structures with the same formula, charge and spin (kcal/mol) = 81.5
- LUMO energy (eV) = -0.56

Atomic partial charges in e from the natural (NBO) method, atoms 1 to 2: atom 1 (C): 0.210, atom 2 (C): 0.753

[3]
The following is a quantum chemistry calculation of a molecular structure, C5H6FN3O2, from OMol25.

The geometry in ORCA input format:
```
! RIJCOSX wB97M-V def2-TZVPD def2/J DEFGRID3
* xyz 0 1
C -1.1240 -1.4444 -0.5749
C -1.9863 -0.2655 -0.7876
C 0.1571 -1.1454 -0.2322
C -0.3264 1.3171 -0.5253
C 0.5852 0.2243 -0.0134
N -1.6638 0.9518 -0.6976
N 0.4327 0.2127 1.9285
N 1.9755 0.4926 -0.1401
O 2.2138 1.2114 -1.1064
O 2.8029 -0.0124 0.5853
F 1.0567 -2.1266 0.0882
H -1.4546 -2.4119 -0.6084
H -2.9745 -0.3977 -1.0040
H -0.3786 2.2368 0.2545
H 0.2245 1.6410 -1.3770
H -0.5696 0.0965 2.0944
H 1.0295 -0.5804 2.1161
*
```

Output
- calculated total energy (hartree) = -608.52386
- energy above the lowest of the compared OMol25 structures with the same formula, charge and spin (kcal/mol) = 107.5
- LUMO energy (eV) = -0.87

Atomic partial charges in e from the natural (NBO) method, atoms 1 to 2: atom 1 (C): -0.340, atom 2 (C): 0.092

[4]
The following is a quantum chemistry calculation of C5H6FNS in the gas phase, from OMol25.

The geometry in ORCA input format:
```
! RIJCOSX wB97M-V def2-TZVPD def2/J DEFGRID3
* xyz 0 1
C 2.4723 -0.9852 0.0811
C 1.0110 -0.7687 0.0090
N 0.1527 -1.7797 0.0681
S -1.4652 -1.3800 0.1805
C -1.2893 0.2840 0.0732
C -2.4636 1.2382 0.0067
C 0.4586 0.4956 -0.1215
F 1.0929 1.6757 0.0068
H 2.9390 -0.0507 0.3319
H 2.6091 -1.8758 0.6917
H 2.9031 -1.1921 -0.9111
H -2.8003 1.3636 -1.1428
H -3.4467 0.7372 0.3192
H -2.1735 2.2379 0.4071
*
```

Output
- calculated total energy (hartree) = -746.82865
- energy above the lowest of the compared OMol25 structures with the same formula, charge and spin (kcal/mol) = 45.7
- LUMO energy (alpha / beta) (eV) = 0.26 / 0.26

Atomic partial charges in e from the natural (NBO) method, atoms 1 to 2: atom 1 (C): -0.645, atom 2 (C): 0.077

[5]
The following is a quantum chemistry calculation of 3 unconnected molecules or ions with the total composition C5H6IN2O2S, from OMol25.

The geometry in ORCA input format:
```
! RIJCOSX wB97M-V def2-TZVPD def2/J DEFGRID3
* xyz -1 1
C 1.2234 1.2278 -1.4966
C 1.7132 0.1977 -0.7868
C -0.3327 -0.3731 -1.1600
C -0.1842 0.0964 1.8960
C 0.6787 -0.8859 1.7382
N -0.1330 0.8246 -1.7398
N 0.8054 -0.7824 -0.6023
O 2.9631 0.0687 -0.3071
O -1.4471 -0.9708 -1.1491
S 1.8133 -1.8965 2.2140
I -3.5824 -2.0124 0.9814
H 1.5955 2.1374 -1.6891
H -2.2510 -1.7576 0.1404
H -0.6809 0.1255 2.8249
H -0.5350 0.5112 1.0161
H -0.6795 1.2674 -2.4119
H 2.9075 -0.5785 0.4417
*
```

Output
- calculated total energy (hartree) = -1150.00585
- LUMO energy (eV) = 2.96

Atomic partial charges in e from the natural (NBO) method, atoms 1 to 2: atom 1 (C): -0.286, atom 2 (C): 0.424

[6]
The following is a quantum chemistry calculation of C5H6INO in the gas phase, from OMol25.

The geometry in ORCA input format:
```
! RIJCOSX wB97M-V def2-TZVPD def2/J DEFGRID3
* xyz 0 1
C 0.3553 1.7595 1.3627
C -0.8881 2.4100 -0.3988
C -0.2742 0.3827 1.1885
C -1.0109 0.3121 -0.0487
C -0.3952 -0.3750 -1.1739
N -0.0057 2.6707 0.5715
O -1.3789 3.0829 -1.2258
I -3.0332 -0.4750 0.0744
H 1.1358 1.9783 2.0858
H 0.4208 -0.4299 1.2496
H -0.9225 0.4746 2.0935
H -0.1646 -1.3004 -0.8306
H 0.5136 0.0301 -1.5446
H -1.1167 -0.5569 -2.0109
*
```

Output
- calculated total energy (hartree) = -621.72143
- energy above the lowest of the compared OMol25 structures with the same formula, charge and spin (kcal/mol) = 52.3
- LUMO energy (eV) = -0.34

Atomic partial charges in e from the natural (NBO) method, atoms 1 to 2: atom 1 (C): 0.269, atom 2 (C): 0.764

What is the calculated total energy in the fourth record?
-746.82865 hartree

Look up the calculated total energy of the first one.
-348.62606 hartree